# C27H35N2O6STi

A structure of composition C27H35N2O6STi (ωB97M-V/def2-TZVPD, OMol25).

Cartesian coordinates (Å):
Ti1 1.04456 -0.14765 -0.82331
C1 2.54627 -0.29239 1.79860
C2 3.55222 0.55423 1.04924
O1 2.96157 0.87277 -0.23219
C3 3.16782 2.21201 -0.73404
C4 1.81508 2.85249 -0.87018
O2 1.04252 1.89254 -1.61125
C5 -0.19922 2.39878 -2.14115
C6 -1.14458 1.21263 -2.29707
O3 -0.36951 -0.00633 -2.38760
C7 0.06658 -0.44685 -3.68850
C8 1.49658 0.00298 -3.91770
O4 2.27245 -0.23489 -2.72358
C9 3.10780 -1.40178 -2.71172
C10 2.25969 -2.62440 -2.45154
O5 1.33159 -2.31541 -1.38575
C11 1.43044 -3.16397 -0.20516
C12 2.40860 -2.51691 0.73342
O6 1.93185 -1.16506 0.83443
H1 1.73624 0.30439 2.20775
H2 3.01036 -0.88201 2.58841
H3 4.49012 0.02858 0.86523
H4 3.76350 1.46906 1.60190
H5 3.65692 2.11860 -1.70247
H6 3.81346 2.77348 -0.06213
H7 1.87614 3.78689 -1.42966
H8 1.32261 3.01573 0.09066
H9 0.02792 2.89694 -3.08456
H10 -0.62598 3.12092 -1.44332
H11 -1.77252 1.29803 -3.18242
H12 -1.76742 1.07470 -1.41945
H13 -0.60205 -0.05076 -4.45242
H14 -0.03080 -1.53005 -3.67435
H15 1.55757 1.07269 -4.10467
H16 1.94122 -0.52254 -4.76401
H17 3.81799 -1.23123 -1.90308
H18 3.65854 -1.48134 -3.64960
H19 2.88260 -3.47237 -2.16830
H20 1.67345 -2.91617 -3.32163
H21 1.72253 -4.17042 -0.49919
H22 0.43850 -3.17697 0.24282
H23 3.43845 -2.52266 0.36329
H24 2.37473 -2.98751 1.71677
C13 -0.15602 0.68553 0.58864
C14 -0.87100 1.24362 1.40696
C15 -1.74253 1.88671 2.34458
C16 -2.99300 2.35617 1.93811
C17 -3.83655 2.96390 2.85303
C18 -3.43821 3.10778 4.17590
C19 -2.19523 2.64353 4.58694
C20 -1.34914 2.03319 3.67792
H25 -3.30382 2.22778 0.90866
H26 -4.80566 3.32538 2.53575
H27 -4.09915 3.58340 4.88846
H28 -1.88921 2.75780 5.61839
H29 -0.38412 1.65954 3.99331
N1 -0.73244 -2.73706 3.73998
C21 -1.52224 -2.27933 2.71907
N2 -1.26168 -2.50141 1.46900
C22 -2.22519 -1.88888 0.67607
C23 -2.25066 -1.91145 -0.71524
C24 -3.26613 -1.25034 -1.38730
C25 -4.24847 -0.54724 -0.68595
C26 -4.22522 -0.49949 0.69877
C27 -3.21617 -1.17774 1.36263
S1 -2.93338 -1.31559 3.07488
H30 -0.23204 -3.58500 3.52158
H31 -1.13310 -2.73875 4.66494
H32 -1.48004 -2.45040 -1.25685
H33 -3.30644 -1.28461 -2.46971
H34 -5.04425 -0.04961 -1.22447
H35 -4.98527 0.04377 1.24533

Results
Spin multiplicity: 2
Expectation value of S²: 0.75
Orbital gap (spin up / spin down) (eV): 6.8 / 7.2
Total charge: +2
Relative energy (zero: lowest compared OMol25 entry of this formula, charge and spin) (kJ/mol): 71.2

---

# C43H103AsF6N11O5

A structure of composition C43H103AsF6N11O5 at a distorted geometry (ωB97M-V/def2-TZVPD, OMol25).

Cartesian coordinates (Å):
As1 -0.37541 0.22976 0.31516
F1 -1.65807 -0.01236 -0.84871
F2 -1.52155 0.94372 1.43204
F3 0.82707 0.47377 1.55258
F4 0.81747 -0.42153 -0.77321
F5 -0.09078 1.81545 -0.38356
F6 -0.67428 -1.40445 0.89382
C1 -0.03058 -3.64392 -2.16854
C2 0.62215 -4.79668 -2.92933
N1 -0.32275 -5.64923 -3.69124
C3 -0.32332 -7.02446 -3.67813
C4 -1.23682 -7.47050 -4.56784
N2 -1.89124 -6.33921 -5.03573
C5 -1.26227 -5.26017 -4.56976
C6 -3.06654 -6.37832 -5.90162
H1 0.77067 -3.05071 -1.71747
H2 -0.68752 -3.92137 -1.34971
H3 -0.48964 -2.97013 -2.89290
H4 1.16477 -5.45561 -2.25384
H5 1.35421 -4.42827 -3.64828
H6 0.37886 -7.55780 -3.05855
H7 -1.61153 -8.45887 -4.77914
H8 -1.48411 -4.24725 -4.85627
H9 -3.87031 -5.75226 -5.51401
H10 -3.38450 -7.36999 -6.19939
H11 -2.82148 -5.82608 -6.81621
C7 3.16060 2.93876 2.13470
C8 4.07664 2.19958 1.13691
N3 5.48980 2.29483 1.54235
C9 6.52692 2.60190 0.70697
C10 7.65627 2.61181 1.47624
N4 7.29145 2.26476 2.74433
C11 5.97354 2.01660 2.76118
C12 8.18035 2.15975 3.93042
H12 2.16068 3.00845 1.70816
H13 3.51947 3.89642 2.50333
H14 3.05575 2.25726 2.98365
H15 3.97271 2.62265 0.14117
H16 3.73686 1.16615 1.08775
H17 6.49812 2.68917 -0.36490
H18 8.70265 2.79098 1.28517
H19 5.39768 1.59342 3.56419
H20 7.60285 2.47900 4.79150
H21 9.05120 2.78616 3.77029
H22 8.46145 1.11332 4.02373
C13 -2.97294 -7.75436 0.37095
C14 -2.52991 -6.93523 -0.85014
N5 -3.38259 -5.76916 -1.08004
C15 -4.38486 -5.60710 -1.99922
C16 -4.74068 -4.28995 -2.01704
N6 -3.92027 -3.66529 -1.09683
C17 -3.19449 -4.58498 -0.47875
C18 -4.04610 -2.25480 -0.68268
H23 -2.44917 -7.45433 1.27835
H24 -2.67538 -8.79187 0.21820
H25 -4.04619 -7.69639 0.53585
H26 -2.45265 -7.51571 -1.76661
H27 -1.50388 -6.61170 -0.65911
H28 -4.74819 -6.40712 -2.62409
H29 -5.45420 -3.73698 -2.60203
H30 -2.51325 -4.41550 0.33769
H31 -5.08788 -2.11477 -0.38815
H32 -3.72089 -1.61488 -1.49277
H33 -3.53948 -2.09603 0.26662
C19 3.32813 -2.20668 1.32418
N7 4.29460 -3.25130 0.83423
C20 5.43506 -3.43514 1.79159
C21 3.54380 -4.56770 0.77608
C22 4.69971 -3.00643 -0.60240
C23 5.47833 -1.72240 -0.83232
O1 4.56176 -0.61226 -0.95141
H34 2.80979 -2.52977 2.22496
H35 2.57914 -1.98708 0.56776
H36 3.96593 -1.35832 1.56065
H37 5.98260 -2.49470 1.82896
H38 6.08513 -4.21679 1.40811
H39 5.06710 -3.62969 2.79502
H40 2.64951 -4.45616 0.16736
H41 3.23838 -4.78387 1.79799
H42 4.19944 -5.33693 0.37975
H43 3.77712 -2.98327 -1.17955
H44 5.26122 -3.87514 -0.94341
H45 6.06805 -1.72342 -1.75322
H46 6.25721 -1.52707 -0.08600
H47 5.01184 0.02468 -1.51554
C24 -1.97281 -0.33789 6.60204
N8 -0.71358 0.06267 5.85335
C25 -0.98580 1.23768 4.97534
C26 0.37067 0.42484 6.84087
C27 -0.17804 -1.12783 5.02572
C28 -1.14192 -1.83100 4.07263
O2 -2.15358 -2.44388 4.82628
H48 -1.81417 -1.24418 7.17272
H49 -2.74951 -0.44994 5.85559
H50 -2.21834 0.54586 7.18939
H51 -1.21953 2.08276 5.61846
H52 -1.81865 0.98474 4.32194
H53 -0.13579 1.42847 4.32194
H54 0.63945 -0.46469 7.40647
H55 -0.12439 1.04672 7.58773
H56 1.17309 0.92717 6.31586
H57 0.21446 -1.78512 5.79930
H58 0.64989 -0.74370 4.42763
H59 -0.56782 -2.55045 3.48073
H60 -1.51075 -1.06386 3.37904
H61 -2.74775 -2.95202 4.26514
C29 -0.37508 4.88690 3.83320
N9 -0.20258 6.16211 3.02793
C30 0.56057 5.76747 1.79191
C31 -1.54059 6.68967 2.61943
C32 0.57744 7.13759 3.91137
C33 1.11279 8.32044 3.15106
O3 2.31639 7.91564 2.48320
H62 0.62082 4.52074 4.07841
H63 -0.87439 4.14289 3.21978
H64 -0.86188 5.16682 4.76423
H65 0.58174 6.49667 0.98926
H66 0.12261 4.84100 1.41678
H67 1.57778 5.53605 2.09937
H68 -1.45721 7.44982 1.84793
H69 -1.97114 7.18277 3.49113
H70 -2.15281 5.85190 2.30060
H71 1.42574 6.54919 4.25218
H72 -0.14943 7.49109 4.63918
H73 1.47531 9.03742 3.89277
H74 0.41587 8.77517 2.44459
H75 2.79328 8.68102 2.14357
C34 1.22669 -0.45743 -4.32720
N10 0.91971 0.93323 -4.81719
C35 1.27695 1.93761 -3.77132
C36 1.66068 1.17346 -6.12174
C37 -0.57819 0.90938 -5.08435
C38 -1.17867 2.20480 -5.60372
O4 -0.82257 2.43019 -6.91885
H76 1.07165 -1.13455 -5.16079
H77 0.58270 -0.68028 -3.47998
H78 2.25395 -0.42264 -3.96828
H79 1.02982 2.90673 -4.19381
H80 2.35008 1.83952 -3.62254
H81 0.73567 1.75906 -2.84016
H82 2.71045 1.01355 -5.87148
H83 1.59070 2.22735 -6.37422
H84 1.27549 0.47296 -6.85086
H85 -1.07830 0.47893 -4.21685
H86 -0.70664 0.13212 -5.84509
H87 -0.86622 2.96526 -4.86441
H88 -2.26681 2.20098 -5.46971
H89 -1.50307 2.88430 -7.42741
C39 -6.18203 3.51822 -0.44694
N11 -4.94880 3.10560 -1.22217
C40 -4.47799 4.23364 -2.14071
C41 -3.84943 2.84262 -0.19835
C42 -5.11766 1.84396 -2.01638
C43 -6.39664 1.83578 -2.82866
O5 -6.47615 2.96989 -3.68963
H90 -6.50417 2.75943 0.25571
H91 -6.93745 3.81329 -1.17213
H92 -5.85788 4.44685 0.02022
H93 -4.04004 4.98698 -1.49486
H94 -5.33987 4.51724 -2.73501
H95 -3.71516 3.80046 -2.78169
H96 -4.23722 2.02448 0.40179
H97 -3.79534 3.75961 0.38229
H98 -2.90952 2.60673 -0.68814
H99 -5.27612 1.01007 -1.32991
H100 -4.22357 1.72655 -2.62191
H101 -7.31126 1.75405 -2.23479
H102 -6.39712 0.94654 -3.47114
H103 -7.25938 2.85580 -4.24391

Results
Orbital gap (eV): 9.5
Total charge: +7
Relative energy (zero: lowest compared OMol25 entry of this formula, charge and spin) (kJ/mol): 0.0